1.
DFT (wB97M-V/def2-TZVPD) results for the molecule C8H10N3P.

Values from the calculation:
Expectation value of S² ... 2.0311
Orbital gap (alpha / beta) ... 6.09 / 5.65 eV
E_HOMO (alpha / beta) ... -5.74 / -8.68 eV

Structure (ORCA input):
```
! RIJCOSX wB97M-V def2-TZVPD def2/J DEFGRID3
* xyz 0 3
C -1.565 -0.451 -0.125
C 0.756 0.145 -0.157
C -1.870 0.653 -0.894
C 0.427 1.267 -0.935
C -0.266 -0.763 0.229
C -0.871 1.463 -1.339
C 0.079 -1.958 1.035
C -1.093 2.559 -2.324
N 1.131 -2.674 0.802
N 2.172 -2.875 1.347
N 1.177 -0.816 2.678
P 2.476 -1.849 2.774
H -2.418 -1.002 0.357
H 1.765 -0.158 0.201
H -3.047 0.846 -1.150
H 1.235 1.960 -1.221
H -0.790 -2.566 1.297
H -0.607 2.156 -3.334
H -2.059 2.749 -2.509
H -0.475 3.421 -2.000
H 0.559 -1.008 3.565
H 3.284 -1.098 1.704
*
```

Mulliken atomic charge list, values in e, 4 entries: -0.4630 -0.2228 -0.4825 -0.6904


2.
DFT (wB97M-V/def2-TZVPD) results for the molecule C2H3BrO2.

Values from the calculation:
ΔE to the lowest compared entry with this formula, charge and spin ... 66.9 kJ/mol
Orbital gap ... 11.37 eV
E_HOMO ... -10.67 eV

Structure (ORCA input):
```
! RIJCOSX wB97M-V def2-TZVPD def2/J DEFGRID3
* xyz 0 1
C 0.977 0.955 -0.494
C -0.560 -0.845 0.392
O 1.006 1.620 0.480
O 0.305 -0.220 -0.633
Br -2.386 -0.266 0.023
H 1.458 1.169 -1.452
H -0.422 -1.882 0.265
H -0.378 -0.531 1.420
*
```

Mulliken atomic charge list, values in e, 4 entries: 0.1969 -0.2764 -0.4504 -0.3028


3.
DFT (wB97M-V/def2-TZVPD) results for C41H55AsInN10O3S2Si as an isolated structure.

Values from the calculation:
ΔE to the lowest compared entry with this formula, charge and spin ... 23.8 kJ/mol
Orbital gap ... 6.77 eV
E_HOMO ... -5.10 eV

Structure (ORCA input):
```
! RIJCOSX wB97M-V def2-TZVPD def2/J DEFGRID3
* xyz -1 1
In 0.106 1.153 -1.288
S -0.242 -0.905 -2.823
C -0.370 -2.656 -2.559
C -1.526 -3.290 -3.020
C -1.574 -4.667 -3.140
C -0.478 -5.437 -2.781
C 0.642 -4.813 -2.259
C 0.712 -3.433 -2.130
As 2.322 -2.591 -1.394
C 2.573 -3.735 0.180
C 3.764 -3.575 0.887
C 3.983 -4.240 2.079
C 3.010 -5.080 2.595
C 1.828 -5.255 1.900
C 1.611 -4.586 0.708
C 3.498 -3.541 -2.644
C 4.403 -4.525 -2.281
C 5.227 -5.110 -3.226
C 5.160 -4.714 -4.550
C 4.247 -3.743 -4.928
C 3.426 -3.160 -3.981
H -2.369 -2.685 -3.325
H -2.462 -5.143 -3.538
H -0.488 -6.513 -2.920
H 1.496 -5.416 -1.966
H 4.504 -2.887 0.492
H 4.904 -4.083 2.625
H 3.165 -5.572 3.546
H 1.050 -5.897 2.295
H 0.668 -4.728 0.196
H 4.466 -4.835 -1.245
H 5.927 -5.878 -2.927
H 5.820 -5.156 -5.284
H 4.187 -3.435 -5.963
H 2.711 -2.398 -4.273
N 3.775 0.950 -1.714
C 3.215 0.382 -0.615
N 3.899 -0.339 0.272
N 2.997 -0.712 1.174
N 1.838 -0.264 0.867
N 1.924 0.457 -0.254
C 3.112 1.793 -2.557
N 3.692 2.433 -3.567
N 2.723 3.181 -4.081
N 1.628 3.015 -3.440
N 1.820 2.136 -2.444
H 4.762 0.815 -1.864
C -3.256 -1.446 0.209
C -2.097 -1.391 1.207
C -2.636 -1.590 2.623
C -1.056 -2.466 0.898
O -1.456 -0.139 1.038
Si -1.485 1.156 2.010
S -0.430 2.593 0.921
O -1.032 0.945 3.559
C 0.191 0.744 4.243
C 0.884 -0.535 3.788
C 1.112 1.945 4.032
C -0.174 0.620 5.729
O -3.065 1.546 2.172
C -3.734 2.536 2.911
C -4.906 2.999 2.031
C -2.824 3.712 3.263
C -4.265 1.919 4.212
H -3.717 -2.431 0.215
H -2.884 -1.235 -0.790
H -4.000 -0.696 0.468
H -3.126 -2.560 2.695
H -3.348 -0.807 2.870
H -1.824 -1.552 3.344
H -1.527 -3.448 0.868
H -0.271 -2.457 1.651
H -0.591 -2.248 -0.062
H 1.027 -0.528 2.710
H 0.306 -1.414 4.067
H 1.859 -0.601 4.259
H 1.441 1.980 2.998
H 1.980 1.862 4.680
H 0.584 2.868 4.259
H -0.854 -0.218 5.878
H -0.657 1.529 6.081
H 0.733 0.451 6.302
H -4.527 3.381 1.086
H -5.487 3.772 2.531
H -5.553 2.151 1.814
H -2.264 4.032 2.391
H -2.106 3.402 4.014
H -3.415 4.538 3.647
H -4.960 1.111 3.991
H -4.771 2.673 4.814
H -3.426 1.514 4.771
C -2.104 4.999 -0.677
N -0.815 5.536 -1.135
C -0.005 5.983 0.003
C -0.050 4.513 -1.921
C -0.934 3.781 -2.885
C -1.464 4.474 -3.970
C -2.311 3.837 -4.856
C -2.636 2.509 -4.645
C -2.094 1.823 -3.567
C -1.232 2.437 -2.672
H -2.630 5.732 -0.069
H -1.889 4.102 -0.082
H -2.713 4.716 -1.532
H -0.999 6.323 -1.767
H 0.075 5.150 0.705
H -0.468 6.838 0.492
H 0.993 6.247 -0.339
H 0.360 3.788 -1.218
H 0.753 5.017 -2.456
H -1.185 5.506 -4.159
H -2.695 4.374 -5.714
H -3.299 2.004 -5.338
H -2.332 0.776 -3.433
*
```

Mulliken atomic charge list, values in e, 4 entries: 1.5562 -0.4702 0.3775 -0.6155


4.
DFT (wB97M-V/def2-TZVPD) results for a 2-piece molecular cluster, C5H9NO3 overall.

Values from the calculation:
ΔE to the lowest compared entry with this formula, charge and spin ... 352.8 kJ/mol
Orbital gap ... 8.82 eV
E_HOMO ... -8.21 eV

Structure (ORCA input):
```
! RIJCOSX wB97M-V def2-TZVPD def2/J DEFGRID3
* xyz 0 1
C 0.790 1.046 2.470
C -2.005 -2.657 -1.604
C -1.460 -0.100 -1.324
C 1.159 1.031 0.057
C -1.560 -1.309 -1.301
N 2.499 0.797 0.201
O 0.376 0.735 1.155
O -1.817 1.161 -1.373
O 0.791 1.699 -0.888
H -1.003 1.703 -1.363
H 3.126 1.133 -0.510
H 2.911 0.469 1.056
H 1.610 0.415 2.826
H 1.050 2.103 2.577
H -0.053 0.802 3.115
H -2.953 -2.629 -2.145
H -1.292 -3.165 -2.255
H -2.169 -3.237 -0.694
*
```

Mulliken atomic charge list, values in e, 4 entries: -0.7573 -1.1681 0.5308 0.7749